# 1
Computed, not measured: a 4-piece molecular cluster, C23H37BF2IN3Si overall, with wB97M-V/def2-TZVPD.

Structure (XYZ):
```
68
Properties=species:S:1:pos:R:3
C -3.0703 0.8806 3.0853
Si -3.0179 0.4452 1.2237
C -3.0735 2.1327 0.2939
C -1.3124 -0.3168 0.8222
C -1.3218 -1.8650 0.5154
C 0.0871 -2.5687 0.7401
F 0.8582 -2.6291 -0.4344
F 0.8596 -1.9498 1.7362
B -0.2199 -4.0782 1.2848
I -0.9350 -4.2297 3.3499
C -4.5090 -0.6443 0.7692
C -4.7727 -2.0054 1.2471
C -5.9752 -2.7388 0.8401
C -6.9956 -2.1768 -0.0528
C -6.7489 -0.7937 -0.5193
C -5.5323 -0.0593 -0.1344
H -3.2800 -0.0360 3.6902
H -2.0760 1.3530 3.3343
H -3.8358 1.6922 3.2053
H -2.6028 1.9551 -0.7157
H -2.4028 2.8127 0.8954
H -4.1173 2.5217 0.1966
H -0.6153 -0.0155 1.6531
H -0.9218 0.2066 -0.0991
H -1.5178 -1.9681 -0.5910
H -2.0548 -2.4579 1.1151
H -0.0442 -5.0404 0.6237
H -4.0462 -2.4899 1.9508
H -6.1576 -3.7759 1.2066
H -7.9010 -2.7371 -0.3717
H -7.5306 -0.3428 -1.1734
H -5.4390 0.9734 -0.5425
C 1.0823 4.6453 -1.7848
C 1.1596 3.5107 -0.7664
C 0.9495 2.1331 -1.3947
C -0.3966 2.0645 -2.0240
N -1.4374 2.0226 -2.5124
H 0.0957 4.7026 -2.2510
H 1.2667 5.6049 -1.2978
H 1.8283 4.5160 -2.5740
H 0.4114 3.6805 0.0097
H 2.1328 3.5344 -0.2830
H 1.0266 1.3569 -0.6307
H 1.7097 1.9373 -2.1545
C 3.8021 -0.6043 2.7247
C 4.7226 0.5322 2.2959
C 4.2013 1.9101 2.7127
C 2.8776 2.1671 2.0859
N 1.8566 2.3635 1.5960
H 2.8216 -0.5266 2.2534
H 4.2263 -1.5670 2.4331
H 3.6632 -0.6088 3.8094
H 4.8479 0.4977 1.2101
H 5.7100 0.3774 2.7384
H 4.8994 2.6872 2.3958
H 4.0980 1.9697 3.7984
C 2.8282 -1.3474 -4.6340
C 3.8853 -2.1709 -3.9059
C 3.8400 -1.9875 -2.3863
C 4.0841 -0.5635 -2.0368
N 4.2699 0.5374 -1.7668
H 2.9768 -0.2763 -4.4807
H 2.8779 -1.5309 -5.7088
H 1.8235 -1.6079 -4.2911
H 4.8736 -1.8931 -4.2826
H 3.7377 -3.2278 -4.1407
H 4.6036 -2.6048 -1.9094
H 2.8669 -2.2882 -1.9921
```

- SMILES string: C[Si](C)(CCC(F)(F)BI)c1ccccc1.CCCC#N.CCCC#N.CCCC#N
- LUMO level: -0.63 eV
- Kohn-Sham gap: 8.3 eV

=====

# 2
Computed, not measured: one molecule with the formula C4H8OS2, with wB97M-V/def2-TZVPD.

Structure (XYZ):
```
15
Properties=species:S:1:pos:R:3
C -0.6766 1.3155 -0.8014
C -0.8700 0.3775 0.3757
S -1.6016 -1.0838 -0.4532
C 0.4298 -0.0129 1.0517
C 1.3869 -0.5419 0.1094
O 1.0127 -1.8035 -0.1206
S 2.8482 -0.1845 -0.4904
H -1.5888 1.5269 -1.4269
H -0.0784 0.5566 -1.3249
H -0.0915 2.1273 -0.3951
H -1.4750 0.6229 1.3976
H -0.4290 -1.4687 -1.4540
H 0.2988 -0.5658 1.9688
H 0.7087 0.9310 1.3273
H 0.1259 -1.7964 0.2359
```

- Energy relative to the best compared isomer or geometry (same formula, charge and spin): 3.013 eV
- SMILES string: C[C@@H](S)CC(O)=S
- LUMO level: 0.02 eV
- Kohn-Sham gap: 8.8 eV

=====

# 3
Computed, not measured: a 2-piece molecular cluster, C3H11N3 overall, with wB97M-V/def2-TZVPD.

Structure (XYZ):
```
17
Properties=species:S:1:pos:R:3
H -1.0829 2.1136 4.0291
N -0.2662 1.5477 4.2412
C 0.0525 0.9086 3.1843
N 0.5980 -0.3269 3.1205
H -0.0418 1.4087 2.2108
H 0.9598 -0.8483 2.3440
H 0.5056 -0.8812 3.9480
C -0.8105 0.2588 -1.6710
C 0.4661 -0.2635 -2.3235
N 0.3582 -1.5004 -3.1024
H -0.7788 1.3436 -1.5792
H -0.8707 -0.1119 -0.6414
H -1.6387 -0.1047 -2.2674
H 1.4060 -0.2901 -1.7591
H 0.7766 0.4630 -3.0849
H 0.2518 -2.3442 -2.5847
H 0.1150 -1.3728 -4.0646
```

- Energy relative to the best compared isomer or geometry (same formula, charge and spin): 1.599 eV
- SMILES string: [H]/N=C/N.CCN
- LUMO level: 0.72 eV
- Kohn-Sham gap: 9.6 eV

=====

# 4
Computed, not measured: a 7-piece molecular cluster, C5H22O7 overall, with wB97M-V/def2-TZVPD.

Structure (XYZ):
```
34
Properties=species:S:1:pos:R:3
C -0.7551 1.8600 -1.7955
C -0.5999 1.2149 -0.2474
C 0.2844 2.2914 0.6011
C -1.9285 1.2016 0.4097
C -2.6095 0.0529 -0.3179
O -2.1072 -1.0017 -0.5317
H -1.0181 1.1431 -2.6543
H 0.3835 2.3320 -1.9352
H -1.4763 2.7473 -1.5880
H -0.0328 0.2703 -0.5357
H 1.1270 2.6918 0.0389
H -0.3995 3.1548 0.8895
H 0.6605 1.9109 1.6761
H -2.4507 2.1631 0.4245
H -1.7901 0.8918 1.5085
H -3.5692 0.1945 -0.8081
O 2.5849 0.0827 1.0082
H 2.1926 -0.3680 0.2574
H 2.4409 0.9981 0.9470
O 1.6755 1.4347 -3.4412
H 2.0937 0.5444 -3.3499
H 2.0119 2.0083 -2.8031
O -0.8738 -1.9514 2.0700
H -0.7057 -1.3925 2.9242
H -1.4301 -2.6757 2.2991
O 2.6337 -2.3805 -0.7751
H 2.1256 -1.9874 -1.5018
H 2.1683 -2.8011 -0.0755
O -1.7670 -3.7687 -0.1775
H -1.3736 -2.8928 -0.4964
H -2.3110 -3.3318 0.5700
O 1.5592 -1.7595 2.7539
H 0.8704 -1.4472 2.2584
H 2.3861 -1.4305 2.3976
```

- Energy relative to the best compared isomer or geometry (same formula, charge and spin): 3.941 eV
- SMILES string: CC(C)CC=O.O.O.O.O.O.O
- LUMO level: 0.08 eV
- Kohn-Sham gap: 10.2 eV

=====

# 5
Computed, not measured: C28H42BrN3P2Sr as an isolated structure, with wB97M-V/def2-TZVPD.

Structure (XYZ):
```
77
Properties=species:S:1:pos:R:3
C -2.5726 -3.4224 0.0411
C -1.2413 -3.0239 -0.2594
C -0.7231 -3.4654 -1.5080
C -1.5347 -4.2200 -2.3582
N -2.8035 -4.5773 -2.0829
C -3.2859 -4.1818 -0.8883
C -0.4881 -2.1857 0.6072
C 0.3234 -1.7448 1.4936
C 1.2702 -2.0293 2.5409
C 1.9532 -0.9786 3.1961
C 2.8777 -1.2308 4.2144
C 3.1284 -2.5581 4.5909
C 2.4674 -3.6267 3.9607
C 1.5470 -3.3602 2.9445
Sr -0.4460 0.0433 0.5995
P -1.9983 0.5923 -1.0719
H 0.3002 -3.2052 -1.7966
H -3.0314 -3.1202 0.9874
H -1.1388 -4.5553 -3.3277
H -4.3171 -4.4876 -0.6602
H 1.0277 -4.1861 2.4486
H 1.7342 0.0454 2.8791
H 2.6752 -4.6558 4.2672
H 3.3992 -0.4086 4.7125
C -2.2563 2.4125 -1.4465
C -2.7772 2.8393 -2.8249
H -1.2716 2.8764 -1.2550
H -2.9173 2.7876 -0.6423
H -2.8306 3.9415 -2.8902
H -2.1059 2.4947 -3.6303
H -3.7839 2.4426 -3.0315
C -1.5585 -0.1827 -2.7208
C -2.6607 -0.5917 -3.7050
H -0.9742 -1.0765 -2.4411
H -0.8430 0.5138 -3.1945
H -2.2095 -1.0783 -4.5889
H -3.3496 -1.3241 -3.2519
H -3.2511 0.2684 -4.0614
C -3.7034 -0.0713 -0.6794
C -4.9461 0.5157 -1.3598
H -3.7916 0.0383 0.4146
H -3.6254 -1.1595 -0.8583
H -5.8553 0.0139 -0.9813
H -5.0532 1.5932 -1.1442
H -4.9274 0.3869 -2.4533
Br 4.3854 -2.9209 5.9808
P 1.6703 0.7922 -0.2425
C 1.6438 1.5195 -1.9747
C 2.7888 2.4088 -2.4774
H 0.6973 2.0879 -2.0154
H 1.4968 0.6515 -2.6445
H 2.5709 2.7666 -3.5007
H 2.9139 3.3006 -1.8394
H 3.7517 1.8753 -2.5086
C 2.5962 2.0860 0.7626
C 4.1277 2.1615 0.7148
H 2.2757 1.9070 1.8037
H 2.1372 3.0535 0.4820
H 4.4932 2.9462 1.4029
H 4.5819 1.2079 1.0350
H 4.5078 2.3977 -0.2917
C 2.8639 -0.6506 -0.3570
C 4.0096 -0.6420 -1.3758
H 2.2082 -1.5216 -0.5385
H 3.2487 -0.7934 0.6697
H 4.5659 -1.5961 -1.3260
H 3.6323 -0.5380 -2.4081
H 4.7296 0.1721 -1.1937
N -0.5831 2.6476 4.6447
C -0.9021 3.6232 3.7772
C -0.9221 3.0845 2.5086
N -0.6123 1.7779 2.5927
C -0.4133 1.5388 3.9035
H -0.4886 2.7312 5.6811
H -1.1064 4.6499 4.0499
H -1.1450 3.6053 1.5873
H -0.1551 0.5719 4.3126
```

- Total charge: +2
- Energy relative to the best compared isomer or geometry (same formula, charge and spin): 3.215 eV
- LUMO level: -7.28 eV
- Kohn-Sham gap: 6.7 eV

=====

# 6
Computed, not measured: C26H19BrNS5V as an isolated structure, with wB97M-V/def2-TZVPD.

Structure (XYZ):
```
53
Properties=species:S:1:pos:R:3
V -0.3499 -0.4577 0.5720
Br 1.8740 -1.0140 1.6666
C 1.7295 0.3099 3.0297
C 2.6782 0.3400 3.9978
C 2.5810 1.3528 4.9842
C 1.5709 2.2653 4.9342
C 0.5887 2.2220 3.9090
C -0.4546 3.1802 3.8351
C -1.3737 3.1106 2.8323
C -1.3105 2.0751 1.8671
C -0.3344 1.1098 1.8813
C 0.6408 1.2083 2.9245
H 3.4854 -0.3783 4.0184
H 3.3213 1.3977 5.7717
H 1.5065 3.0458 5.6826
H -0.5044 3.9625 4.5829
H -2.1676 3.8449 2.7758
H -2.0820 2.0516 1.1025
C -2.6334 -0.4957 -3.9037
C -1.9250 0.7072 -3.9415
C -0.9445 0.9834 -3.0092
C -0.6333 0.0377 -2.0285
C -1.3148 -1.1767 -2.0093
C -2.3304 -1.4285 -2.9320
N 0.3209 0.3137 -0.9976
C 1.4976 1.0383 -1.3645
C 2.2086 0.6871 -2.5089
C 3.3823 1.3494 -2.8275
C 3.8587 2.3658 -2.0046
C 3.1452 2.7128 -0.8681
C 1.9618 2.0553 -0.5469
H -3.4050 -0.6998 -4.6332
H -2.1569 1.4425 -4.7017
H -0.4184 1.9288 -3.0232
H -1.0405 -1.9601 -1.3077
H -2.8582 -2.3738 -2.8917
H 1.8394 -0.1075 -3.1457
H 3.9302 1.0676 -3.7176
H 4.7771 2.8821 -2.2505
H 3.5003 3.5068 -0.2234
H 1.3946 2.3359 0.3310
C 0.1553 -4.6479 -1.4750
S -0.2885 -4.1614 0.2099
C -1.9996 -3.7611 0.0748
C -2.5640 -2.7800 0.7988
S -1.7415 -1.7152 1.9571
S -4.2825 -2.6027 0.6176
C -4.5439 -3.8572 -0.5389
S -6.0051 -4.2536 -1.1613
S -3.0835 -4.7160 -0.9030
H 1.0053 -5.3214 -1.3842
H 0.4380 -3.7921 -2.0856
H -0.6455 -5.1902 -1.9715
```

- 2S+1: 3
- LUMO level (spin up / spin down): -0.49 / -0.12 eV
- Kohn-Sham gap (spin up / spin down): 7.1 / 7.6 eV

=====

Please write out number 5 again, unchanged.
Computed, not measured: C28H42BrN3P2Sr as an isolated structure, with wB97M-V/def2-TZVPD.

Structure (XYZ):
```
77
Properties=species:S:1:pos:R:3
C -2.5726 -3.4224 0.0411
C -1.2413 -3.0239 -0.2594
C -0.7231 -3.4654 -1.5080
C -1.5347 -4.2200 -2.3582
N -2.8035 -4.5773 -2.0829
C -3.2859 -4.1818 -0.8883
C -0.4881 -2.1857 0.6072
C 0.3234 -1.7448 1.4936
C 1.2702 -2.0293 2.5409
C 1.9532 -0.9786 3.1961
C 2.8777 -1.2308 4.2144
C 3.1284 -2.5581 4.5909
C 2.4674 -3.6267 3.9607
C 1.5470 -3.3602 2.9445
Sr -0.4460 0.0433 0.5995
P -1.9983 0.5923 -1.0719
H 0.3002 -3.2052 -1.7966
H -3.0314 -3.1202 0.9874
H -1.1388 -4.5553 -3.3277
H -4.3171 -4.4876 -0.6602
H 1.0277 -4.1861 2.4486
H 1.7342 0.0454 2.8791
H 2.6752 -4.6558 4.2672
H 3.3992 -0.4086 4.7125
C -2.2563 2.4125 -1.4465
C -2.7772 2.8393 -2.8249
H -1.2716 2.8764 -1.2550
H -2.9173 2.7876 -0.6423
H -2.8306 3.9415 -2.8902
H -2.1059 2.4947 -3.6303
H -3.7839 2.4426 -3.0315
C -1.5585 -0.1827 -2.7208
C -2.6607 -0.5917 -3.7050
H -0.9742 -1.0765 -2.4411
H -0.8430 0.5138 -3.1945
H -2.2095 -1.0783 -4.5889
H -3.3496 -1.3241 -3.2519
H -3.2511 0.2684 -4.0614
C -3.7034 -0.0713 -0.6794
C -4.9461 0.5157 -1.3598
H -3.7916 0.0383 0.4146
H -3.6254 -1.1595 -0.8583
H -5.8553 0.0139 -0.9813
H -5.0532 1.5932 -1.1442
H -4.9274 0.3869 -2.4533
Br 4.3854 -2.9209 5.9808
P 1.6703 0.7922 -0.2425
C 1.6438 1.5195 -1.9747
C 2.7888 2.4088 -2.4774
H 0.6973 2.0879 -2.0154
H 1.4968 0.6515 -2.6445
H 2.5709 2.7666 -3.5007
H 2.9139 3.3006 -1.8394
H 3.7517 1.8753 -2.5086
C 2.5962 2.0860 0.7626
C 4.1277 2.1615 0.7148
H 2.2757 1.9070 1.8037
H 2.1372 3.0535 0.4820
H 4.4932 2.9462 1.4029
H 4.5819 1.2079 1.0350
H 4.5078 2.3977 -0.2917
C 2.8639 -0.6506 -0.3570
C 4.0096 -0.6420 -1.3758
H 2.2082 -1.5216 -0.5385
H 3.2487 -0.7934 0.6697
H 4.5659 -1.5961 -1.3260
H 3.6323 -0.5380 -2.4081
H 4.7296 0.1721 -1.1937
N -0.5831 2.6476 4.6447
C -0.9021 3.6232 3.7772
C -0.9221 3.0845 2.5086
N -0.6123 1.7779 2.5927
C -0.4133 1.5388 3.9035
H -0.4886 2.7312 5.6811
H -1.1064 4.6499 4.0499
H -1.1450 3.6053 1.5873
H -0.1551 0.5719 4.3126
```

- Total charge: +2
- Energy relative to the best compared isomer or geometry (same formula, charge and spin): 3.215 eV
- LUMO level: -7.28 eV
- Kohn-Sham gap: 6.7 eV

=====

What did the fourth record say?
Computed, not measured: a 7-piece molecular cluster, C5H22O7 overall, with wB97M-V/def2-TZVPD.

Structure (XYZ):
```
34
Properties=species:S:1:pos:R:3
C -0.7551 1.8600 -1.7955
C -0.5999 1.2149 -0.2474
C 0.2844 2.2914 0.6011
C -1.9285 1.2016 0.4097
C -2.6095 0.0529 -0.3179
O -2.1072 -1.0017 -0.5317
H -1.0181 1.1431 -2.6543
H 0.3835 2.3320 -1.9352
H -1.4763 2.7473 -1.5880
H -0.0328 0.2703 -0.5357
H 1.1270 2.6918 0.0389
H -0.3995 3.1548 0.8895
H 0.6605 1.9109 1.6761
H -2.4507 2.1631 0.4245
H -1.7901 0.8918 1.5085
H -3.5692 0.1945 -0.8081
O 2.5849 0.0827 1.0082
H 2.1926 -0.3680 0.2574
H 2.4409 0.9981 0.9470
O 1.6755 1.4347 -3.4412
H 2.0937 0.5444 -3.3499
H 2.0119 2.0083 -2.8031
O -0.8738 -1.9514 2.0700
H -0.7057 -1.3925 2.9242
H -1.4301 -2.6757 2.2991
O 2.6337 -2.3805 -0.7751
H 2.1256 -1.9874 -1.5018
H 2.1683 -2.8011 -0.0755
O -1.7670 -3.7687 -0.1775
H -1.3736 -2.8928 -0.4964
H -2.3110 -3.3318 0.5700
O 1.5592 -1.7595 2.7539
H 0.8704 -1.4472 2.2584
H 2.3861 -1.4305 2.3976
```

- Energy relative to the best compared isomer or geometry (same formula, charge and spin): 3.941 eV
- SMILES string: CC(C)CC=O.O.O.O.O.O.O
- LUMO level: 0.08 eV
- Kohn-Sham gap: 10.2 eV